{
  "formula": "C2H4FNOS",
  "method": "ωB97M-V/def2-TZVPD",
  "gap_ev": 8.62,
  "e_homo_ev": -8.6,
  "e_above_lowest_kcal_mol": 88.3,
  "lumo_energy_ha": -0.0011,
  "elements": ["N", "C", "O", "H", "H", "F", "C", "H", "H", "S"],
  "coordinates": [[0.5146, 1.1750, 0.2070], [0.9867, 0.8037, 1.4684], [2.2403, 1.0977, 3.6066], [-0.2025, 0.4592, -1.5501], [0.0531, -0.8339, -0.1199], [-0.1553, 2.3080, 0.2793], [-0.2427, 0.2106, -0.4301], [-1.3896, 0.2435, -0.2758], [1.2259, -0.1868, 1.5101], [1.5844, 1.8363, 2.5577]],
  "forces_ev_per_a": [[2.27, -1.83, 2.05], [0.13, 2.67, -1.08], [1.08, -0.92, 1.83], [0.30, -1.11, 1.33], [0.03, 1.28, -0.86], [-1.58, 3.19, -0.05], [-3.30, -1.94, -3.16], [1.63, 0.27, 0.57], [0.59, -2.57, 0.53], [-1.15, 0.96, -1.16]]
}



{
  "formula": "C22H31CoN2O3P2",
  "method": "ωB97M-V/def2-TZVPD",
  "gap_ev": [8.95, 9.01],
  "e_homo_ev": [-11.6, -11.6],
  "e_above_lowest_kcal_mol": 3.2,
  "lumo_energy_ha": [-0.0964, -0.0956],
  "total_charge": 1,
  "spin_multiplicity": 2,
  "elements": ["H", "C", "C", "C", "H", "O", "H", "C", "H", "H", "H", "C", "H", "C", "H", "H", "C", "O", "C", "H", "P", "H", "C", "C", "H", "C", "H", "C", "H", "H", "H", "C", "C", "H", "C", "H", "C", "O", "P", "H", "C", "C", "H", "H", "C", "H", "H", "H", "H", "Co", "N", "C", "C", "H", "H", "N", "H", "H", "H", "H", "C"],
  "coordinates": [[-0.4643, 1.8395, 3.8783], [0.1493, -0.5257, -3.0732], [-1.6379, -0.4463, -4.7276], [0.4731, 0.6611, -5.8131], [-4.8511, 3.5102, -0.5415], [0.4710, 0.2903, -2.2046], [-1.8932, -0.5339, -2.5457], [2.6383, -1.9050, -0.4181], [3.3382, 0.8802, -1.8330], [-1.4498, -1.2267, -5.4694], [3.6191, -2.2206, -0.0609], [-0.5898, 1.8872, 2.7965], [3.7554, 1.7220, -0.3273], [1.8952, 0.0745, 4.0900], [2.4791, -0.0634, -5.3497], [-1.3591, -2.0510, -3.2426], [-1.2630, -0.9651, -3.3122], [-3.5856, -1.2067, -0.3939], [-2.5545, -0.5636, -0.3911], [1.8690, -2.5511, 0.0033], [-0.0135, 0.3512, 2.0320], [5.2439, -0.4363, 4.0645], [-3.9071, 2.9804, -0.5037], [4.0049, -0.3011, 2.3224], [-1.6471, 2.0250, 2.5639], [-3.8794, 1.5964, -0.4701], [-0.0313, 2.7377, 2.4065], [4.2386, -0.2943, 3.6875], [-1.5516, 1.3514, -5.9026], [-2.7134, -0.2755, -4.7380], [1.0788, 0.2133, 4.7909], [-1.5261, 2.9712, -0.4349], [3.1801, -0.1120, 4.5736], [-1.1503, -0.7976, 3.8273], [2.7128, -0.1142, 1.8298], [-0.6165, -1.9151, 2.5408], [-2.6555, 0.9587, -0.4208], [-1.3434, -0.9990, -0.3661], [2.3213, -0.1802, 0.0582], [-0.5669, 3.4765, -0.4216], [1.5700, 0.2367, -4.8355], [1.6548, 0.0838, 2.7149], [-4.7732, 0.9889, -0.4791], [0.7775, 1.5882, -6.3029], [-0.9172, 0.8508, -5.1722], [2.6021, -1.9839, -1.5065], [-0.8395, 1.5422, -4.3239], [4.8351, -0.4564, 1.6414], [3.3601, -0.1144, 5.6411], [0.0929, 0.3312, -0.2139], [1.0594, -0.8983, -4.0235], [-2.7092, 3.6829, -0.4895], [3.6267, 0.7441, -0.7891], [0.6712, -1.6107, -4.6298], [0.3918, -0.0940, -6.6026], [-1.5016, 1.6353, -0.4027], [-2.0409, -0.9084, 2.2854], [4.5662, 0.1926, -0.7486], [-2.6871, 4.7639, -0.5195], [1.8178, 1.0445, -4.1494], [-1.0541, -0.9391, 2.7501]],
  "forces_ev_per_a": [[-0.04, 0.05, 0.00], [-0.27, -0.04, -0.04], [0.09, 0.02, 0.00], [-0.04, -0.03, 0.02], [0.04, -0.02, 0.00], [0.30, 0.08, 0.19], [0.03, -0.02, -0.21], [0.05, 0.01, -0.04], [0.02, -0.04, 0.05], [-0.01, 0.02, -0.03], [0.01, -0.04, -0.04], [-0.05, 0.04, 0.05], [0.01, 0.01, -0.02], [0.02, 0.00, 0.01], [0.03, -0.04, -0.02], [-0.03, 0.03, 0.00], [0.05, -0.04, -0.13], [0.01, -0.10, -0.07], [0.30, 0.03, 0.29], [0.01, 0.01, 0.02], [0.23, -0.05, -0.71], [-0.05, 0.01, -0.01], [-0.07, 0.07, 0.00], [0.00, -0.01, 0.01], [0.01, 0.00, 0.01], [-0.14, 0.08, -0.01], [0.01, -0.02, 0.02], [-0.04, 0.01, 0.01], [0.00, -0.01, -0.04], [-0.02, -0.01, 0.02], [0.03, 0.00, -0.03], [0.08, -0.10, -0.05], [0.00, 0.00, -0.06], [0.01, -0.04, 0.00], [0.16, -0.05, -0.05], [-0.03, 0.03, -0.02], [0.07, 0.11, -0.02], [-0.43, -0.41, 0.24], [-0.51, -0.32, 0.20], [-0.02, -0.03, 0.01], [-0.14, -0.05, 0.09], [-0.09, 0.05, 0.20], [-0.01, 0.01, 0.00], [0.01, 0.00, 0.00], [0.05, -0.05, 0.09], [-0.01, 0.01, 0.02], [-0.03, -0.01, -0.03], [-0.04, 0.01, 0.02], [0.00, 0.00, -0.03], [0.42, 0.81, 0.12], [0.06, 0.15, -0.07], [-0.03, 0.00, -0.01], [-0.03, 0.10, -0.09], [0.01, 0.01, -0.05], [0.00, 0.03, -0.01], [0.00, -0.17, 0.13], [0.03, 0.00, 0.05], [0.03, 0.05, 0.00], [-0.01, -0.03, 0.00], [0.02, -0.02, 0.04], [-0.07, -0.03, 0.01]]
}



{
  "formula": "C19H40BNaO13",
  "method": "ωB97M-V/def2-TZVPD",
  "gap_ev": 8.75,
  "e_homo_ev": -9.0,
  "e_above_lowest_kcal_mol": 0.0,
  "lumo_energy_ha": -0.0106,
  "elements": ["C", "C", "H", "C", "H", "H", "O", "H", "H", "C", "O", "H", "O", "H", "O", "C", "O", "H", "H", "H", "O", "H", "C", "C", "C", "O", "H", "C", "C", "H", "H", "H", "C", "O", "H", "H", "C", "O", "H", "H", "H", "Na", "H", "H", "O", "C", "H", "H", "C", "H", "C", "B", "H", "C", "H", "C", "H", "H", "C", "H", "H", "C", "H", "H", "H", "O", "H", "H", "H", "O", "O", "H", "H", "H"],
  "coordinates": [[-2.2857, -2.6004, -2.8115], [-0.1876, 0.2190, 4.4715], [-0.8030, -4.7139, -3.2716], [1.5079, 3.5626, 6.8175], [2.2472, -2.5842, 1.3121], [0.7443, 2.2786, -3.5182], [-0.2466, -0.9607, 4.2315], [-2.5199, 0.2858, -2.9133], [2.6733, 0.6632, -0.2486], [-0.0203, 3.6957, 7.1766], [-0.6677, 1.1870, 2.2588], [2.8428, 0.6814, 2.7699], [2.4215, 4.0918, 7.3615], [-2.9041, -3.4982, -2.9032], [-0.3932, -1.8496, 1.5251], [1.5696, -3.1295, 1.9861], [1.9113, 0.8231, 0.3277], [-4.2570, -0.2124, -1.0622], [-0.0648, -3.5243, 0.4676], [0.4863, -1.6847, -2.5151], [-0.6784, 2.9122, 6.3355], [0.7192, -4.2659, -2.6248], [-0.1619, -3.8449, -3.1185], [-0.9397, -2.9508, -2.1807], [-2.9461, 2.3392, -3.0048], [1.5863, 2.7626, 5.7739], [4.2545, 1.0985, 1.8347], [-0.3416, 1.3291, 3.4016], [-4.3379, 0.6091, -1.7746], [-2.2566, 2.0042, -0.7623], [-0.7303, -3.6959, 3.4798], [3.7052, 2.7940, -0.2556], [-0.6709, -4.0747, 2.4619], [0.2054, 0.7814, 5.5798], [3.5499, 2.2821, 2.9301], [2.1584, -1.3965, -4.4723], [0.1344, 0.1552, -5.0388], [1.9333, -0.8210, -3.7299], [-1.1673, -3.4661, -1.2446], [-5.0293, 0.3033, -2.5652], [3.1167, 3.9305, 0.9162], [-0.2922, -0.1523, -0.0556], [-0.0637, 0.9855, -5.7194], [-3.2368, 3.1699, -2.3526], [-2.0662, 1.1203, -1.1085], [1.2270, 1.3810, -3.1286], [-2.2253, -2.0708, -3.7638], [2.1694, 0.9033, -4.9274], [3.3073, 1.4986, 2.2128], [0.5314, 0.9904, -2.3700], [1.4365, 0.4055, -4.2826], [0.2631, 2.2569, 5.4268], [2.1679, 1.6222, -2.6398], [2.3329, 1.9385, 1.1357], [-1.7206, -4.0852, 2.1349], [-2.9544, 1.0192, -2.2337], [-0.3557, -5.1121, 2.3436], [-3.6483, 2.3449, -3.8377], [2.7965, 3.0954, 0.2898], [0.1650, -0.7155, -5.7011], [-0.6540, -0.0266, -4.3094], [0.1236, -3.2056, 1.4890], [-1.9355, 2.5198, -3.3729], [1.6972, -2.6220, 2.9396], [0.1274, -3.3006, -4.0151], [-0.0626, 2.4610, 3.9893], [-0.4407, -1.6422, 2.4786], [1.4444, 2.2482, 1.6918], [-2.9002, -1.9536, -2.1764], [-0.2438, -1.7205, -1.8709], [-0.4734, 4.2947, 8.0932], [-4.9080, 1.4202, -1.3095], [2.1066, -4.0851, 2.0164], [2.1282, 3.5004, -0.4696]],
  "forces_ev_per_a": [[-0.78, 0.11, 0.50], [0.97, -0.01, -0.41], [0.06, 0.10, -0.70], [-0.68, 0.51, 0.18], [-0.54, 0.31, -0.18], [0.26, 0.16, 0.02], [-0.37, -0.24, 0.12], [-0.04, -0.33, 0.30], [-0.30, -0.32, -0.03], [0.96, -0.57, 0.16], [-0.08, -0.33, -0.89], [0.00, 0.05, 0.04], [0.25, 0.21, 0.29], [0.20, -0.05, -0.35], [-0.10, -0.58, 0.00], [1.44, -0.25, -1.41], [0.46, 0.18, -0.30], [-0.08, 0.03, 0.02], [0.64, -0.26, -0.03], [0.04, 0.48, 0.29], [-0.16, -0.12, -0.60], [0.17, 0.32, -0.10], [0.19, -0.47, 1.15], [-0.93, 0.85, -0.28], [0.07, -0.01, 0.30], [-0.04, -0.55, -0.71], [-0.06, 0.14, -0.24], [-0.33, 0.26, 0.98], [-0.65, -0.16, 0.14], [0.30, -0.24, 0.40], [0.67, -0.14, 0.11], [-0.03, 0.01, 0.03], [-1.29, -0.18, -1.29], [-0.37, -0.37, 0.01], [-0.16, 0.16, -0.12], [0.05, 0.01, 0.17], [0.34, -0.07, -0.28], [0.12, 0.00, -0.19], [0.26, 0.03, 0.03], [0.48, -0.20, -0.31], [-0.13, -0.06, 0.10], [-0.01, 0.00, 0.43], [-0.35, 0.17, 0.36], [0.04, -0.02, 0.03], [-0.14, 0.37, -0.17], [-0.54, -0.35, 0.08], [0.30, -0.28, -0.16], [0.17, -0.52, -0.18], [0.30, -0.56, 0.04], [0.21, -0.11, -0.26], [-0.43, 0.40, 0.33], [0.02, 0.09, 0.28], [0.02, 0.13, -0.04], [-0.95, 0.51, 0.84], [0.08, 0.07, -0.06], [-0.23, 0.43, -0.72], [0.26, 0.02, 0.60], [0.05, -0.18, -0.05], [1.28, 0.20, -0.39], [0.30, -0.11, 0.17], [-0.25, 0.22, -0.13], [0.07, 1.04, 1.77], [-0.06, 0.14, -0.09], [-0.54, -0.16, 0.22], [-0.17, -0.26, -0.26], [0.08, 0.42, -0.08], [-0.07, 0.56, -0.15], [-0.12, -0.05, -0.33], [0.37, 0.05, 0.23], [0.36, -0.64, -0.36], [-0.29, 0.49, 0.28], [0.47, 0.14, 0.30], [-0.57, -0.24, 0.35], [-0.47, -0.33, 0.24]]
}



{
  "formula": "C18H35INO2P2PbSi",
  "method": "ωB97M-V/def2-TZVPD",
  "gap_ev": [5.39, 5.31],
  "e_homo_ev": [-16.8, -17.1],
  "e_above_lowest_kcal_mol": 262.9,
  "lumo_energy_ha": [-0.4185, -0.4339],
  "total_charge": 3,
  "elements": ["C", "C", "H", "H", "H", "H", "H", "C", "H", "H", "C", "H", "H", "H", "C", "H", "I", "C", "C", "H", "C", "H", "C", "H", "H", "H", "P", "N", "H", "C", "H", "C", "H", "H", "Si", "O", "C", "C", "C", "C", "H", "O", "H", "P", "H", "H", "H", "C", "H", "H", "H", "C", "H", "Pb", "H", "H", "H", "H", "C", "H", "H"],
  "coordinates": [[3.1117, 1.1092, -1.3416], [1.3977, -0.1911, -3.3107], [-2.3427, 2.2827, 3.0675], [-2.7060, -0.6341, 3.5363], [2.6003, 2.0640, -1.1507], [5.0390, -2.3180, 2.8148], [-3.6914, -0.1852, 0.3522], [-3.4176, 0.7168, 0.9050], [3.1500, -1.9105, -0.3041], [0.9247, 0.7752, -3.5268], [0.8758, -2.3080, 3.3815], [3.9166, -0.6060, 3.0728], [-2.7361, -0.4516, -3.0188], [1.9839, -1.9937, 6.5655], [-1.3998, 1.9544, 2.6362], [3.7211, 1.1407, -2.2497], [1.9042, 1.1239, 2.0509], [1.9810, -1.9443, 5.4762], [2.7819, -1.8180, -1.3390], [5.5700, -1.8892, -1.0095], [3.0560, -1.3332, 4.8292], [3.7281, 0.8856, -0.4674], [-2.0832, 0.1427, -2.4055], [2.0407, -2.6541, -1.4601], [-0.6706, 1.6842, 3.4075], [-2.6374, 0.9027, -1.8243], [1.9496, -0.2753, -1.5701], [1.8260, -0.9508, 0.7744], [-0.9748, 2.7273, 1.9871], [3.0989, -1.1912, 3.4345], [0.1109, -2.9269, 5.2134], [5.6049, -0.8395, -0.6760], [3.8826, -0.9065, 5.3574], [6.3506, -2.0488, 1.6412], [4.5976, -0.6525, 0.9075], [-1.5733, -2.0548, -1.3561], [0.9382, -2.4357, 4.7651], [5.2649, -2.1777, 1.7493], [-1.4936, -0.8740, -1.5116], [5.1166, 0.9975, 1.6601], [4.9512, -3.0764, 1.2013], [0.4113, -3.0470, 0.9275], [-3.3709, 1.5809, 0.2373], [-1.8441, 0.4709, 1.7203], [2.3183, -0.3094, -3.8886], [-0.0105, -2.7521, 2.9618], [5.3697, -0.1693, -1.5112], [-1.9282, -0.9044, 2.8211], [4.7467, 1.1953, 2.6765], [-0.9788, -1.0394, 3.3377], [3.6437, -1.8647, -2.0620], [0.4374, -1.8829, 0.6801], [-1.2998, 0.6496, -2.9978], [-0.1120, 0.5451, -0.1652], [-4.0957, 0.8949, 1.7352], [4.8770, 1.8704, 1.0344], [6.6205, -0.6197, -0.3069], [6.2070, 0.9022, 1.7068], [1.9535, -1.6739, 2.7716], [-2.1880, -1.8167, 2.2826], [0.7007, -1.0156, -3.5047]],
  "forces_ev_per_a": [[-0.32, -0.24, 0.03], [0.19, -0.12, 0.56], [0.09, 0.44, 0.35], [-0.13, -0.30, 0.24], [0.13, -0.30, -0.32], [0.22, -0.10, -0.54], [-0.18, 0.10, 0.13], [0.25, -0.08, 0.09], [-0.17, -0.29, -1.17], [0.25, -0.20, -0.01], [0.82, 0.25, -0.40], [-0.21, -0.06, -0.19], [-0.65, 0.26, -0.80], [0.02, -0.07, -0.29], [-0.28, -0.18, 0.15], [0.09, 0.28, 0.21], [-0.82, -0.49, -1.23], [1.27, 0.65, 1.17], [0.86, -1.71, -1.10], [0.18, 0.44, 0.09], [-0.29, -0.29, -0.73], [-0.16, 0.46, -0.53], [-0.41, -0.04, -0.48], [0.78, 0.59, -0.25], [-0.36, 0.18, -0.04], [0.23, -0.41, -0.29], [0.09, 1.01, -1.01], [2.73, 1.15, 6.64], [-0.24, -0.07, 0.13], [-2.26, -0.76, 1.13], [-0.49, -0.38, 0.58], [-0.78, 0.07, -0.47], [0.28, 0.03, 0.52], [-0.11, -0.05, -0.14], [2.59, -0.50, -0.03], [-0.05, 2.77, -0.67], [-0.06, -0.01, -0.67], [-0.78, -0.28, 0.66], [-0.25, -2.78, 0.40], [-0.66, 0.17, 0.26], [0.22, 0.12, 0.14], [0.80, 3.58, -1.29], [-0.18, -0.01, 0.19], [0.41, 0.47, 0.03], [-0.26, -0.01, -0.35], [0.45, 0.13, -0.40], [0.34, -0.27, 0.22], [-0.26, -0.17, 0.28], [0.28, -0.02, -0.35], [-0.22, 0.23, -0.01], [-1.04, -0.38, 0.38], [-2.02, -2.80, -0.43], [-0.38, -0.30, 0.25], [0.19, 0.12, -0.08], [-0.58, 0.08, -0.19], [0.13, -0.31, 0.19], [-0.24, -0.01, -0.13], [0.04, -0.11, -0.06], [0.78, 0.39, -0.28], [-0.11, 0.01, 0.07], [0.24, 0.14, -0.16]]
}



{
  "formula": "C4H4N4",
  "method": "ωB97M-V/def2-TZVPD",
  "gap_ev": 8.60,
  "e_homo_ev": -9.7,
  "e_above_lowest_kcal_mol": 113.2,
  "lumo_energy_ha": -0.0387,
  "smiles": "[H]/N=c1\\ncccnn1",
  "elements": ["H", "N", "H", "H", "N", "N", "N", "C", "H", "C", "C", "C"],
  "coordinates": [[2.3642, 0.9230, 0.4796], [-2.3968, -0.4129, 0.5463], [2.0569, -1.7046, 0.3663], [1.0756, 2.1976, -0.6503], [-0.8740, -1.3835, -0.7451], [-0.8929, 1.0962, -0.7218], [0.2720, -1.7693, -0.4547], [0.2958, 1.3127, -0.3131], [-3.0593, 0.4582, 1.0045], [1.2644, 0.3627, 0.3728], [-1.3052, -0.0852, -0.1238], [1.1991, -0.9948, 0.2394]],
  "forces_ev_per_a": [[-3.08, -1.90, 0.37], [0.59, 4.13, 0.68], [-0.46, 1.37, 0.64], [-3.02, -1.45, 0.44], [1.48, 1.33, 0.48], [1.15, 0.04, 1.17], [-1.25, 0.04, -0.70], [4.53, 1.10, -0.58], [2.85, -2.63, -1.87], [1.72, 1.25, -1.35], [-6.13, -3.02, 0.64], [1.61, -0.26, 0.09]]
}



{
  "formula": "C3H5Br3P",
  "method": "ωB97M-V/def2-TZVPD",
  "gap_ev": 8.56,
  "e_homo_ev": -14.2,
  "e_above_lowest_kcal_mol": 2.5,
  "lumo_energy_ha": -0.2055,
  "total_charge": 1,
  "elements": ["Br", "H", "H", "Br", "P", "C", "H", "Br", "C", "C", "H", "H"],
  "coordinates": [[-3.0886, 0.7408, 1.4856], [2.5991, 0.9308, -0.4084], [0.6509, -1.3503, -0.4227], [-1.7179, 1.3529, -1.7913], [-1.7032, 0.1065, 0.0423], [-0.0621, 0.2560, 0.7674], [-0.3418, -0.2685, 1.6747], [-2.1112, -1.9449, -0.6794], [0.9679, -0.4655, 0.0063], [2.0477, -0.0005, -0.6091], [0.1916, 1.3409, 1.1854], [2.5676, -0.6982, -1.2506]],
  "forces_ev_per_a": [[-0.45, 0.06, 0.13], [-0.69, -0.26, -0.07], [-0.67, -2.18, -0.18], [-0.24, -0.63, 1.07], [0.45, 0.38, -2.37], [0.25, 1.67, 2.01], [0.37, -0.47, 0.74], [0.17, 1.17, 0.69], [0.40, 1.81, -1.28], [1.08, 0.40, 0.81], [-0.74, -2.03, -1.41], [0.06, 0.07, -0.13]]
}